1.
Computed, not measured: C16H33BrCl2NO2PdSi3 as an isolated structure at a distorted geometry, with the ωB97M-V functional and the def2-TZVPD basis.

Geometry (Å):
Pd1 -0.148 -0.321 0.993
C1 0.249 2.207 2.657
O1 0.364 1.655 1.310
Si1 0.682 2.664 -0.047
C2 -0.721 3.823 -0.331
C3 2.234 3.646 0.167
C4 0.771 1.154 -1.253
Si2 -0.967 0.508 -1.733
C5 -0.972 -1.215 -2.433
C6 -1.950 0.440 -0.019
C7 -1.980 1.666 -2.768
Si3 2.290 0.392 -1.681
C8 1.387 1.986 -2.701
C9 2.380 -1.147 -2.676
C10 3.859 0.717 -0.780
H1 1.102 2.856 2.849
H2 0.253 1.383 3.367
H3 -0.684 2.760 2.751
H4 -0.731 4.538 0.498
H5 -1.720 3.396 -0.406
H6 -0.529 4.417 -1.230
H7 2.089 4.319 1.018
H8 2.373 4.309 -0.691
H9 3.156 3.100 0.333
H10 -0.328 -1.921 -1.913
H11 -0.683 -1.208 -3.486
H12 -1.999 -1.593 -2.423
H13 -2.172 -0.188 0.878
H14 -2.808 0.033 -0.582
H15 -2.195 1.451 0.307
H16 -1.415 2.106 -3.593
H17 -2.420 2.492 -2.209
H18 -2.790 1.098 -3.231
H19 0.519 1.967 -3.346
H20 2.230 1.647 -3.340
H21 1.605 3.002 -2.402
H22 1.661 -1.223 -3.489
H23 2.237 -1.995 -1.999
H24 3.383 -1.245 -3.098
H25 3.705 1.144 0.207
H26 4.549 1.362 -1.331
H27 4.361 -0.249 -0.672
O2 -0.293 -6.270 1.798
C11 -0.399 -5.000 1.493
C12 -1.467 -4.424 0.788
C13 -1.450 -3.074 0.533
N1 -0.432 -2.292 0.930
C14 0.554 -2.852 1.614
Br1 1.827 -1.416 2.117
C15 0.654 -4.165 1.922
H28 -1.040 -6.814 1.501
H29 -2.302 -5.027 0.455
H30 -2.254 -2.587 0.003
H31 1.482 -4.571 2.488
Cl1 -1.772 -0.821 3.635
C16 -3.165 -1.424 4.627
Cl2 -2.887 -3.061 5.159
H32 -4.039 -1.381 3.989
H33 -3.243 -0.755 5.476

Values from the calculation:
**Maximum force**: 2.424 eV/Å
**Energy relative to the best compared isomer or geometry (same formula, charge and spin)**: 0.000 eV
**E_LUMO**: -10.879 eV
**Orbital gap**: 7.119 eV
**HOMO energy**: -17.998 eV
**Net charge**: +3

---

2.
Computed, not measured: C16H33F8N7O17PS as an isolated structure at a distorted geometry, with the ωB97M-V functional and the def2-TZVPD basis.

Geometry (Å):
C1 1.547 -2.990 1.339
P1 1.770 -1.267 0.728
C2 1.560 -1.452 -1.109
C3 0.389 -0.299 1.396
C4 -0.884 -0.279 0.523
C5 -2.073 0.476 1.141
O1 -3.322 -0.238 0.933
C6 -4.372 0.567 0.505
C7 -4.570 0.466 -0.998
F1 -5.757 1.021 -1.364
F2 -3.607 1.108 -1.696
F3 -4.586 -0.809 -1.435
S1 0.978 1.248 1.735
O2 2.178 1.251 2.547
O3 -0.085 2.146 2.165
C8 1.617 2.142 0.192
F4 2.957 1.978 0.072
F5 1.033 1.661 -0.949
C9 1.346 3.663 0.198
F6 1.717 4.259 1.319
F7 2.041 4.246 -0.812
F8 0.063 3.933 -0.039
H1 2.034 -3.682 0.642
H2 2.072 -3.071 2.295
H3 0.510 -3.308 1.491
H4 0.632 -1.051 -1.522
H5 1.638 -2.500 -1.418
H6 2.399 -0.932 -1.578
H7 -0.713 0.155 -0.467
H8 -1.218 -1.308 0.343
H9 -2.156 1.482 0.718
H10 -1.918 0.598 2.207
H11 -4.239 1.621 0.768
H12 -5.312 0.231 0.965
C10 -3.487 1.195 -5.252
N1 -2.870 0.029 -5.943
O4 -2.204 -0.738 -5.288
O5 -3.090 -0.072 -7.135
H13 -3.216 1.169 -4.204
H14 -3.109 2.091 -5.735
H15 -4.561 1.113 -5.388
C11 5.943 -0.179 -3.463
N2 4.999 -1.193 -2.921
O6 3.989 -1.436 -3.541
O7 5.296 -1.693 -1.856
H16 5.544 0.189 -4.401
H17 6.024 0.611 -2.721
H18 6.901 -0.670 -3.599
C12 7.102 -0.864 0.957
N3 7.492 0.217 0.013
O8 8.606 0.172 -0.477
O9 6.669 1.072 -0.221
H19 7.942 -1.542 1.052
H20 6.852 -0.400 1.906
H21 6.234 -1.362 0.535
C13 1.828 4.898 -3.952
N4 1.287 4.706 -5.326
O10 2.040 4.873 -6.263
O11 0.118 4.397 -5.419
H22 2.872 5.174 -4.034
H23 1.243 5.682 -3.481
H24 1.705 3.963 -3.413
C14 -4.673 -3.171 1.278
N5 -3.349 -3.817 1.487
O12 -2.459 -3.146 1.954
O13 -3.261 -4.994 1.186
H25 -4.591 -2.138 1.596
H26 -4.911 -3.241 0.221
H27 -5.392 -3.727 1.873
C15 -3.108 2.967 5.532
N6 -3.162 1.691 4.769
O14 -3.255 0.655 5.397
O15 -3.090 1.785 3.567
H28 -3.172 2.737 6.589
H29 -2.166 3.445 5.280
H30 -3.944 3.576 5.202
C16 -2.209 -4.881 4.922
N7 -0.856 -5.197 4.390
O16 -0.517 -6.365 4.357
O17 -0.193 -4.255 4.030
H31 -2.698 -5.802 5.213
H32 -2.073 -4.213 5.767
H33 -2.743 -4.377 4.123

Values from the calculation:
**Maximum force**: 1.616 eV/Å
**E_LUMO**: 2.092 eV
**Orbital gap**: 6.253 eV
**HOMO energy**: -4.161 eV
**Net charge**: -1

---

3.
Computed, not measured: C16H33O12V as an isolated structure at a distorted geometry, with the ωB97M-V functional and the def2-TZVPD basis.

Geometry (Å):
V1 -2.939 0.045 0.797
C1 0.213 -1.334 0.942
O1 -0.907 -0.614 0.737
H1 -0.023 -2.387 0.792
H2 0.877 -0.864 0.216
H3 0.721 -1.227 1.900
C2 0.202 1.919 -1.687
O2 0.893 2.356 -0.484
C3 0.638 3.463 0.055
O3 -0.376 4.128 -0.220
O4 1.522 3.737 0.950
C4 1.678 4.989 1.528
H4 0.545 0.900 -1.869
H5 0.450 2.636 -2.469
H6 -0.874 1.823 -1.538
H7 1.915 5.771 0.806
H8 2.534 5.008 2.203
H9 0.883 5.206 2.241
C5 -2.993 4.333 2.632
O5 -2.380 3.501 3.638
C6 -2.182 2.184 3.352
O6 -2.608 1.635 2.307
O7 -1.466 1.611 4.339
C7 -0.913 0.277 4.116
H10 -2.632 5.355 2.748
H11 -4.082 4.312 2.575
H12 -2.579 4.206 1.632
H13 -1.470 -0.460 3.538
H14 -0.940 -0.183 5.104
H15 0.052 0.348 3.616
C8 -5.916 -3.085 -0.070
O8 -5.203 -3.101 -1.250
C9 -3.996 -2.464 -1.262
O9 -3.648 -1.828 -0.314
O10 -3.421 -2.655 -2.395
C10 -2.102 -2.136 -2.623
H16 -5.365 -3.483 0.782
H17 -6.807 -3.711 -0.119
H18 -6.238 -2.090 0.236
H19 -1.491 -2.099 -1.721
H20 -2.303 -1.129 -2.988
H21 -1.622 -2.682 -3.435
C11 2.110 -1.890 -3.091
C12 1.706 -2.782 -4.274
O11 1.247 -3.907 -4.059
C13 2.056 -2.264 -5.626
H22 1.443 -1.802 -2.234
H23 2.231 -0.847 -3.382
H24 2.971 -2.436 -2.706
H25 3.102 -2.338 -5.921
H26 1.999 -1.182 -5.742
H27 1.449 -2.687 -6.427
C14 5.466 -1.724 1.131
C15 4.173 -1.380 1.862
O12 3.727 -2.030 2.741
C16 3.535 -0.067 1.515
H28 6.248 -0.976 0.999
H29 5.109 -1.920 0.120
H30 5.886 -2.654 1.515
H31 2.550 -0.039 1.980
H32 3.289 -0.134 0.455
H33 4.056 0.845 1.804

Values from the calculation:
**Maximum force**: 7.362 eV/Å
**E_LUMO (spin up / spin down)**: -10.904 / -10.749 eV
**Orbital gap (spin up / spin down)**: 2.928 / 3.076 eV
**⟨S²⟩**: 2.2414
**HOMO energy (spin up / spin down)**: -13.832 / -13.825 eV
**Net charge**: +2
**Multiplicity**: 3

---

Among the records above, which one has the highest maximum force? C16H33O12V

---

Among the records above, which one has the lowest net charge? C16H33F8N7O17PS